<A>
C32H24BN10OPtS3 | ωB97M-V/def2-TZVPD

CARTESIAN COORDINATES (ANGSTROEM)
Pt: 1.278 -0.116 -0.989
C: 0.177 -3.123 1.838
C: 1.152 -2.272 1.329
N: 0.775 -1.862 0.118
N: -0.424 -2.388 -0.160
C: -0.804 -3.169 0.863
B: -1.107 -2.183 -1.533
N: 0.010 -2.294 -2.609
C: 0.042 -2.932 -3.790
C: 1.242 -2.660 -4.423
C: 1.917 -1.806 -3.563
N: 1.164 -1.607 -2.483
N: -1.613 -0.725 -1.658
C: -2.831 -0.188 -1.834
C: -2.686 1.168 -2.069
C: -1.317 1.397 -2.028
N: -0.688 0.245 -1.798
N: -2.198 -3.210 -1.665
C: -2.103 -4.520 -2.033
C: -3.301 -5.121 -1.760
C: -4.083 -4.097 -1.188
N: -3.414 -2.963 -1.117
H: 0.198 -3.644 2.778
H: 2.101 -1.980 1.751
H: -1.736 -3.710 0.840
H: -0.789 -3.528 -4.126
H: 1.589 -3.027 -5.373
H: 2.886 -1.348 -3.672
H: -3.713 -0.802 -1.793
H: -3.459 1.890 -2.260
H: -0.779 2.314 -2.198
H: -1.196 -4.940 -2.433
H: -3.577 -6.149 -1.916
H: -5.096 -4.152 -0.823
S: 3.453 0.067 0.071
C: 4.191 1.376 -0.738
C: 5.567 1.594 -0.548
C: 6.180 2.677 -1.127
C: 7.579 2.900 -0.938
N: 8.704 3.081 -0.795
C: 5.422 3.599 -1.918
C: 4.076 3.400 -2.107
C: 3.440 2.285 -1.535
S: 1.762 2.112 -1.778
C: 6.054 4.730 -2.519
N: 6.534 5.644 -3.022
H: 6.142 0.910 0.061
H: 3.502 4.101 -2.699
O: -0.004 0.745 0.730
S: 0.070 0.994 2.228
C: -1.200 -0.062 2.911
C: -2.362 -0.291 2.190
C: -3.332 -1.106 2.750
C: -3.130 -1.676 4.002
C: -1.954 -1.441 4.704
C: -0.969 -0.635 4.152
C: -0.692 2.602 2.456
C: -1.124 3.317 1.353
C: -1.711 4.558 1.558
C: -1.837 5.065 2.843
C: -1.392 4.332 3.937
C: -0.803 3.092 3.748
H: -2.505 0.154 1.213
H: -4.250 -1.288 2.208
H: -3.893 -2.308 4.437
H: -1.799 -1.886 5.677
H: -0.037 -0.460 4.675
H: -1.012 2.906 0.359
H: -2.071 5.127 0.711
H: -2.273 6.043 2.997
H: -1.501 4.724 4.938
H: -0.443 2.518 4.593

The frontier orbital gap (spin up / spin down) comes out at 5.70 / 4.75 eV. The net charge is +2. The spin multiplicity is 2.


<B>
C32H24BN10OPtS3 | ωB97M-V/def2-TZVPD

CARTESIAN COORDINATES (ANGSTROEM)
Pt: 0.244 0.413 -0.303
C: 4.011 1.275 1.364
C: 3.022 0.348 1.073
N: 1.899 1.001 0.740
N: 2.150 2.317 0.796
C: 3.415 2.513 1.180
B: 0.982 3.324 0.597
N: -0.277 2.702 1.347
C: -1.184 3.277 2.152
C: -2.141 2.349 2.517
C: -1.772 1.181 1.868
N: -0.655 1.404 1.176
N: 0.593 3.311 -0.903
C: 0.550 4.225 -1.879
C: -0.115 3.676 -2.964
C: -0.467 2.397 -2.567
N: -0.042 2.191 -1.314
N: 1.381 4.654 1.122
C: 1.429 5.105 2.411
C: 2.134 6.275 2.416
C: 2.514 6.463 1.070
N: 2.077 5.488 0.299
H: 5.015 1.075 1.693
H: 3.052 -0.729 1.118
H: 3.798 3.512 1.315
H: -1.094 4.318 2.414
H: -2.984 2.499 3.167
H: -2.239 0.209 1.861
H: 0.980 5.198 -1.718
H: -0.336 4.152 -3.903
H: -1.022 1.648 -3.107
H: 0.991 4.556 3.228
H: 2.358 6.902 3.261
H: 3.084 7.271 0.641
S: 0.456 -1.655 0.695
C: -0.966 -2.470 0.231
C: -1.223 -3.742 0.784
C: -2.325 -4.448 0.385
C: -2.587 -5.738 0.951
N: -2.788 -6.773 1.405
C: -3.223 -3.907 -0.594
C: -2.990 -2.675 -1.137
C: -1.860 -1.928 -0.730
S: -1.577 -0.422 -1.456
C: -4.375 -4.658 -0.998
N: -5.304 -5.244 -1.330
H: -0.551 -4.158 1.522
H: -3.672 -2.268 -1.872
O: 1.481 0.017 -1.872
S: 2.512 -1.147 -2.039
C: 4.064 -0.305 -2.022
C: 4.170 0.973 -2.558
C: 5.400 1.603 -2.511
C: 6.497 0.954 -1.948
C: 6.372 -0.322 -1.420
C: 5.140 -0.961 -1.442
C: 2.326 -1.585 -3.749
C: 1.397 -0.942 -4.550
C: 1.294 -1.331 -5.879
C: 2.104 -2.342 -6.376
C: 3.026 -2.977 -5.552
C: 3.140 -2.606 -4.223
H: 3.308 1.461 -2.996
H: 5.511 2.597 -2.923
H: 7.458 1.450 -1.925
H: 7.228 -0.818 -0.985
H: 5.021 -1.950 -1.013
H: 0.778 -0.154 -4.147
H: 0.583 -0.839 -6.529
H: 2.012 -2.645 -7.410
H: 3.655 -3.763 -5.944
H: 3.854 -3.101 -3.575

The frontier orbital gap (spin up / spin down) comes out at 7.53 / 5.08 eV. The net charge is +2. The spin multiplicity is 2.


Which of them is the least stable? Correct choice: <A>.


<A>
C5H12N | ωB97M-V/def2-TZVPD

CARTESIAN COORDINATES (ANGSTROEM)
C: -0.041 -1.714 -0.212
C: -1.024 -0.549 -0.102
C: -0.243 0.723 -0.380
C: 0.583 1.404 0.566
C: 0.108 2.115 1.809
N: 0.528 -1.554 -1.586
H: -0.355 -2.764 -0.165
H: 0.779 -1.534 0.475
H: -1.610 -0.711 0.809
H: -1.755 -0.613 -0.916
H: -0.431 1.107 -1.383
H: 1.572 1.712 0.213
H: 0.601 1.697 2.701
H: -0.968 1.973 1.970
H: 0.298 3.191 1.827
H: 0.822 -0.532 -1.561
H: -0.183 -1.777 -2.278
H: 1.318 -2.174 -1.785

The frontier orbital gap (spin up / spin down) comes out at 4.79 / 6.20 eV. The spin multiplicity is 2.


<B>
C5H12N | ωB97M-V/def2-TZVPD

CARTESIAN COORDINATES (ANGSTROEM)
C: 0.843 1.373 0.487
C: -0.708 1.317 0.439
C: -1.102 -0.059 -0.150
C: -0.820 -1.145 0.543
C: -0.526 -2.478 -0.015
N: 1.351 0.825 -0.871
H: 1.140 2.395 0.738
H: 1.378 0.689 1.086
H: -1.126 1.672 1.360
H: -1.087 2.071 -0.367
H: -1.826 0.393 -0.955
H: -0.989 -1.054 1.661
H: -0.794 -3.410 0.525
H: -0.835 -2.425 -1.029
H: 0.662 -2.413 0.065
H: 2.274 0.375 -0.866
H: 0.635 0.165 -1.263
H: 1.529 1.709 -1.386

The frontier orbital gap (spin up / spin down) comes out at 4.35 / 7.66 eV. The spin multiplicity is 2.


<C>
C5H12N | ωB97M-V/def2-TZVPD

CARTESIAN COORDINATES (ANGSTROEM)
C: -1.101 0.204 1.132
C: 0.343 0.645 1.106
C: 0.762 1.201 -0.309
C: 1.249 -0.709 -1.730
C: 0.370 0.283 -1.524
N: -1.283 -1.323 0.954
H: -1.755 0.461 2.011
H: -1.532 0.557 0.185
H: 1.080 -0.052 1.522
H: 0.602 1.540 1.722
H: 0.287 2.162 -0.400
H: 1.833 1.286 -0.240
H: 2.053 -0.828 -0.987
H: 1.340 -1.235 -2.690
H: -0.276 0.639 -2.294
H: -0.469 -1.819 0.571
H: -2.055 -1.448 0.244
H: -1.655 -1.637 1.885

The frontier orbital gap (spin up / spin down) comes out at 4.34 / 10.81 eV. The spin multiplicity is 2.


Which of them is the least stable? Correct choice: <B>.


<A>
C26H29N3O5 | ωB97M-V/def2-TZVPD

CARTESIAN COORDINATES (ANGSTROEM)
C: -3.863 -4.711 2.585
C: -4.319 -3.277 2.334
O: -3.772 -2.727 1.152
C: -2.461 -2.355 1.123
C: -1.608 -2.298 2.219
C: -0.294 -1.870 2.076
C: 0.216 -1.540 0.809
C: -0.655 -1.571 -0.275
C: -1.970 -1.964 -0.120
H: -2.640 -1.994 -0.965
H: -0.304 -1.304 -1.259
O: 1.537 -1.222 0.755
C: 2.101 -0.764 -0.458
C: 2.479 -1.886 -1.418
H: 2.891 -1.450 -2.324
H: 3.226 -2.529 -0.961
H: 1.615 -2.495 -1.676
H: 3.001 -0.222 -0.155
H: 1.425 -0.048 -0.939
N: 0.519 -1.787 3.221
C: 1.307 -0.741 3.605
O: 2.069 -0.842 4.542
C: 1.108 0.515 2.826
C: -0.169 1.012 2.594
C: -0.340 2.138 1.813
C: 0.755 2.774 1.240
C: 2.032 2.304 1.514
C: 2.209 1.195 2.321
H: 3.198 0.821 2.536
H: 2.886 2.798 1.076
C: 0.533 3.882 0.239
N: -0.084 3.336 -0.965
C: 0.684 2.606 -1.807
C: 0.438 1.618 -2.768
N: -0.630 0.963 -3.220
C: -1.981 1.110 -2.711
C: -2.826 0.251 -3.654
H: -3.170 0.849 -4.498
H: -3.692 -0.175 -3.153
C: -1.838 -0.812 -4.138
H: -1.719 -1.589 -3.382
C: -0.547 -0.016 -4.289
H: -0.512 0.495 -5.259
H: 0.359 -0.615 -4.188
H: -2.148 -1.277 -5.070
H: -2.036 0.731 -1.682
H: -2.289 2.160 -2.719
C: 1.875 1.490 -3.075
O: 2.523 0.743 -3.774
C: 2.129 2.585 -2.059
O: 3.088 3.169 -1.605
H: -1.038 3.022 -0.842
H: 1.484 4.332 -0.049
H: -0.132 4.653 0.636
H: -1.338 2.518 1.637
H: -1.030 0.522 3.025
H: 0.573 -2.604 3.817
H: -1.942 -2.561 3.210
H: -5.399 -3.255 2.164
H: -4.096 -2.638 3.198
H: -2.785 -4.759 2.720
H: -4.348 -5.098 3.477
H: -4.130 -5.336 1.737

As for the structure (SMILES): CCOc1ccc(OCC)c(NC(=O)c2ccc(CNc3c(N4CCCC4)c(=O)c3=O)cc2)c1. The frontier orbital gap comes out at 8.28 eV.


<B>
C26H29N3O5 | ωB97M-V/def2-TZVPD

CARTESIAN COORDINATES (ANGSTROEM)
C: 2.333 7.959 5.106
H: 2.701 8.409 4.179
O: 2.864 6.671 5.302
C: 2.585 5.710 4.376
C: 1.819 5.892 3.235
C: 1.606 4.830 2.369
C: 2.147 3.583 2.624
C: 2.929 3.397 3.783
C: 3.140 4.454 4.643
H: 3.729 4.355 5.539
O: 3.434 2.133 3.960
C: 4.197 1.878 5.115
H: 3.615 2.052 6.025
H: 4.473 0.826 5.059
H: 5.103 2.491 5.139
N: 1.972 2.469 1.798
C: 1.263 2.364 0.645
O: 0.633 3.268 0.130
C: 1.303 0.996 0.040
C: 0.187 0.572 -0.674
C: 0.164 -0.673 -1.269
C: 1.268 -1.513 -1.182
C: 2.390 -1.082 -0.485
C: 2.412 0.160 0.121
H: 3.309 0.481 0.631
H: 3.259 -1.722 -0.423
C: 1.225 -2.905 -1.762
N: 0.723 -3.862 -0.790
C: -0.582 -3.934 -0.435
C: -1.814 -3.653 -1.027
N: -2.222 -3.151 -2.201
H: -1.568 -3.102 -2.969
C: -3.625 -3.053 -2.551
C: -4.096 -4.282 -3.340
C: -3.472 -4.338 -4.732
C: -3.775 -3.058 -5.506
C: -3.260 -1.837 -4.750
C: -3.872 -1.770 -3.352
H: -4.949 -1.627 -3.442
H: -3.467 -0.917 -2.804
H: -3.514 -0.928 -5.297
H: -2.169 -1.879 -4.687
H: -3.319 -3.103 -6.496
H: -4.856 -2.968 -5.639
H: -3.868 -5.200 -5.272
H: -2.390 -4.474 -4.655
H: -5.181 -4.233 -3.433
H: -3.849 -5.184 -2.776
H: -4.177 -3.007 -1.608
C: -2.549 -4.066 0.184
O: -3.708 -4.036 0.525
C: -1.209 -4.436 0.793
O: -0.790 -4.938 1.810
H: 1.351 -4.052 -0.019
H: 0.579 -2.935 -2.641
H: 2.227 -3.229 -2.057
H: -0.715 -0.993 -1.808
H: -0.659 1.238 -0.750
H: 2.412 1.637 2.167
H: 1.009 4.968 1.483
H: 1.379 6.847 3.002
H: 1.238 7.944 5.093
H: 2.675 8.550 5.954

As for the structure (SMILES): COc1ccc(NC(=O)c2ccc(CNc3c(NC4CCCCC4)c(=O)c3=O)cc2)c(OC)c1. The frontier orbital gap comes out at 8.19 eV.


Which of them is the least stable? Correct choice: <A>.


<A>
C2HBrF2S | ωB97M-V/def2-TZVPD

CARTESIAN COORDINATES (ANGSTROEM)
C: -0.478 -0.334 0.649
C: 0.525 0.215 -0.420
F: 1.694 0.379 0.148
F: 0.709 -0.518 -1.474
S: -0.281 1.805 -0.653
Br: -1.726 -1.569 0.073
H: -0.442 0.022 1.677

The frontier orbital gap (spin up / spin down) comes out at 7.32 / 7.63 eV.


<B>
C2HBrF2S | ωB97M-V/def2-TZVPD

CARTESIAN COORDINATES (ANGSTROEM)
C: 0.191 0.181 0.192
C: -0.155 1.058 1.143
F: 0.736 0.373 -0.953
F: -0.391 2.353 0.930
S: -0.273 -2.845 -2.063
Br: -0.625 0.483 2.797
H: 0.516 -1.602 -2.045

The frontier orbital gap (spin up / spin down) comes out at 8.01 / 7.19 eV.


Which of them is the least stable? Correct choice: <B>.


<A>
H10NaO5 | ωB97M-V/def2-TZVPD

CARTESIAN COORDINATES (ANGSTROEM)
Na: 29.473 -46.064 -7.540
O: 25.587 -44.994 -9.354
H: 25.549 -44.770 -10.284
H: 24.731 -45.378 -9.165
O: 32.874 -46.152 -5.060
H: 33.358 -45.405 -4.708
H: 33.398 -46.914 -4.816
O: 29.146 -50.382 -8.135
H: 29.102 -50.761 -7.257
H: 29.255 -51.135 -8.716
O: 26.471 -47.676 -3.616
H: 25.522 -47.560 -3.660
H: 26.655 -47.799 -2.685
O: 30.081 -41.696 -6.689
H: 30.198 -40.965 -6.082
H: 29.925 -41.282 -7.537

The frontier orbital gap comes out at 9.41 eV. The net charge is +1.


<B>
H10NaO5 | ωB97M-V/def2-TZVPD

CARTESIAN COORDINATES (ANGSTROEM)
Na: 0.110 -0.076 0.249
O: 0.732 0.713 -1.305
H: 0.443 0.837 -2.209
H: 1.436 1.351 -1.189
O: 0.269 -1.375 -1.105
H: -0.162 -2.215 -0.948
H: -0.203 -0.998 -1.848
O: -0.681 0.748 1.594
H: -1.594 0.503 1.746
H: -0.343 0.966 2.463
O: -1.671 0.510 -0.388
H: -2.454 0.284 0.113
H: -1.848 0.183 -1.270
O: 1.739 -0.561 1.077
H: 1.900 0.291 1.483
H: 2.327 -1.161 1.536

The frontier orbital gap comes out at 12.12 eV. The net charge is +1.


Which of them is the least stable? Correct choice: <B>.